Entry 1:
{
  "formula": "C20H39O3P3W",
  "method": "ωB97M-V/def2-TZVPD",
  "homo_ha": [-0.73761, -0.73752],
  "total_charge": 4,
  "e_lumo_ha": [-0.534, -0.571],
  "spin_multiplicity": 3,
  "total_energy_ev": -57161.0088,
  "elements": ["P", "C", "H", "H", "H", "C", "H", "H", "H", "C", "H", "H", "H", "P", "C", "H", "H", "H", "C", "H", "H", "H", "C", "H", "H", "H", "P", "C", "H", "H", "H", "C", "H", "H", "H", "C", "H", "H", "H", "W", "C", "O", "C", "O", "C", "C", "C", "C", "C", "C", "H", "H", "H", "H", "H", "H", "C", "C", "C", "O", "H", "H", "H", "H", "H", "H"],
  "positions_angstrom": [[-2.409, 1.650, 1.224], [-2.470, 0.755, 2.799], [-3.234, 1.179, 3.467], [-1.472, 0.821, 3.266], [-2.691, -0.305, 2.594], [-2.359, 3.429, 1.601], [-2.416, 3.997, 0.658], [-1.397, 3.650, 2.091], [-3.187, 3.722, 2.260], [-4.057, 1.404, 0.475], [-4.848, 1.910, 1.045], [-4.276, 0.327, 0.427], [-4.045, 1.799, -0.553], [-0.360, -1.981, -2.633], [-0.490, -3.512, -1.644], [-0.346, -4.402, -2.282], [-1.481, -3.565, -1.165], [0.292, -3.490, -0.868], [-1.748, -2.092, -3.813], [-1.659, -1.299, -4.571], [-2.685, -1.947, -3.253], [-1.771, -3.075, -4.306], [1.150, -2.243, -3.620], [0.994, -3.038, -4.365], [1.964, -2.530, -2.936], [1.421, -1.308, -4.130], [3.126, 0.723, 0.902], [3.664, -0.422, 2.159], [4.515, 0.001, 2.724], [3.979, -1.368, 1.688], [2.827, -0.622, 2.849], [4.307, 1.103, -0.404], [5.281, 1.415, 0.015], [3.920, 1.913, -1.050], [4.461, 0.194, -1.016], [2.409, 2.226, 1.558], [3.197, 2.886, 1.959], [1.709, 1.968, 2.370], [1.856, 2.768, 0.770], [-0.325, 0.863, -1.718], [-1.286, -0.444, -0.332], [-1.725, -1.326, 0.330], [1.609, 0.035, -0.214], [1.714, -1.172, -0.228], [1.045, 1.612, -3.076], [0.927, 2.488, -1.962], [-0.348, 2.917, -1.543], [-1.502, 2.484, -2.218], [-1.389, 1.616, -3.325], [-0.121, 1.157, -3.730], [2.012, 1.249, -3.386], [1.807, 2.800, -1.429], [-0.458, 3.566, -0.673], [-2.484, 2.821, -1.901], [-2.287, 1.296, -3.848], [-0.050, 0.460, -4.562], [0.163, -1.691, 4.761], [0.225, -2.094, 3.308], [0.023, -3.558, 2.993], [0.417, -1.260, 2.419], [0.183, -2.561, 5.422], [-0.759, -1.124, 4.943], [1.013, -1.038, 4.988], [-0.869, -3.659, 2.363], [0.889, -3.920, 2.426], [-0.097, -4.156, 3.902]],
  "forces_ev_per_a": [[-2.4, 0.8, 1.1], [1.2, -0.7, -0.2], [0.1, 0.1, -0.3], [-0.4, -0.1, 0.0], [0.0, 0.4, 0.2], [1.3, 0.0, -0.6], [-0.1, 0.0, 0.4], [-0.4, 0.2, -0.1], [0.0, -0.3, -0.1], [0.6, -0.6, -1.0], [0.3, 0.0, 0.1], [0.0, 0.3, 0.0], [-0.2, -0.1, 0.4], [0.0, -0.3, -1.0], [0.0, 0.5, 0.8], [0.0, 0.5, 0.0], [0.4, -0.1, -0.1], [-0.3, -0.2, -0.2], [-0.2, 0.6, 0.3], [-0.1, -0.3, 0.1], [0.2, -0.1, -0.3], [0.1, 0.2, 0.2], [0.2, 0.5, 0.2], [0.0, 0.2, 0.3], [-0.2, 0.1, -0.3], [0.0, -0.4, 0.0], [-0.1, 1.3, -0.3], [-0.2, -0.6, -0.1], [-0.2, 0.1, -0.3], [0.0, 0.3, 0.2], [0.2, 0.1, -0.3], [0.0, -0.3, -0.4], [-0.4, -0.1, 0.0], [0.2, -0.3, 0.4], [0.1, 0.4, 0.3], [-0.3, 0.2, 0.3], [-0.2, -0.2, -0.1], [0.3, 0.1, -0.2], [0.4, -0.2, 0.3], [-0.3, -8.5, 6.5], [-2.2, -5.1, 3.4], [2.0, 4.4, -3.2], [0.7, -4.0, 0.5], [-0.6, 3.3, -0.4], [1.6, -0.1, -1.0], [0.7, 2.2, -0.3], [0.8, 3.4, 0.7], [-1.7, 1.1, -0.4], [-1.3, 0.7, -2.3], [-0.1, 0.5, -3.1], [0.1, 0.0, -0.1], [0.1, 0.1, 0.0], [0.2, -0.1, -0.3], [0.1, -0.1, 0.0], [0.1, -0.1, 0.1], [0.1, 0.1, 0.1], [0.2, 0.0, -0.2], [-0.2, -0.1, 0.3], [0.1, 0.3, 0.0], [0.0, -0.1, 0.1], [0.0, 0.3, -0.1], [0.1, -0.1, 0.0], [-0.2, 0.0, 0.1], [0.1, -0.1, 0.1], [-0.2, 0.0, 0.1], [0.0, 0.1, -0.3]],
  "lowdin_spin": [0.417, 0.066, 0.018, 0.001, 0.000, 0.063, 0.000, 0.000, 0.017, 0.060, 0.016, 0.000, 0.002, 0.068, 0.006, 0.002, 0.000, 0.000, 0.017, 0.000, 0.001, 0.004, 0.009, 0.002, 0.000, 0.000, 0.136, 0.012, 0.005, 0.001, 0.000, 0.016, 0.006, 0.000, 0.001, 0.018, 0.007, 0.000, 0.001, 0.200, 0.038, 0.018, 0.211, 0.457, 0.011, -0.016, 0.034, 0.012, 0.024, 0.036, 0.002, 0.000, -0.003, 0.001, 0.005, 0.001, 0.000, 0.000, 0.000, 0.000, 0.000, 0.000, 0.000, 0.000, 0.000, 0.000]
}

Entry 2:
{
  "formula": "C57H59Ge2MoNO4S5",
  "method": "ωB97M-V/def2-TZVPD",
  "homo_ha": -0.46619,
  "total_charge": 2,
  "e_lumo_ha": -0.287,
  "spin_multiplicity": 1,
  "total_energy_ev": -238802.3152,
  "elements": ["Mo", "C", "C", "C", "C", "C", "C", "C", "C", "C", "C", "C", "C", "C", "C", "C", "Ge", "S", "S", "Ge", "S", "S", "C", "C", "C", "C", "C", "C", "C", "C", "C", "C", "C", "C", "C", "C", "C", "C", "C", "C", "C", "C", "C", "C", "C", "C", "C", "C", "C", "C", "C", "C", "C", "C", "C", "H", "H", "H", "H", "H", "H", "H", "H", "H", "H", "H", "H", "H", "H", "H", "H", "H", "H", "H", "H", "H", "H", "H", "H", "H", "H", "H", "H", "H", "H", "H", "H", "H", "H", "H", "H", "H", "H", "H", "H", "H", "H", "H", "H", "H", "H", "H", "H", "H", "H", "C", "C", "C", "C", "C", "C", "C", "S", "O", "O", "N", "C", "C", "O", "O", "H", "H", "H", "H", "H", "H", "H", "H", "H"],
  "positions_angstrom": [[-1.483, 2.146, -1.219], [-4.855, -4.959, -1.353], [-4.150, -4.249, -0.233], [-4.607, -3.024, 0.233], [-4.039, -2.402, 1.339], [-4.595, -1.083, 1.817], [-2.973, -3.033, 1.996], [-2.456, -4.243, 1.504], [-1.271, -4.902, 2.160], [-3.050, -4.826, 0.396], [-2.477, -2.492, 3.289], [-2.764, -3.177, 4.473], [-2.382, -2.662, 5.702], [-1.710, -1.449, 5.788], [-1.405, -0.734, 4.635], [-1.781, -1.302, 3.424], [-1.076, -0.432, 1.803], [-1.923, 1.740, 0.883], [-0.875, -1.677, -0.076], [1.143, -0.656, -0.179], [0.450, 1.209, -1.581], [1.069, 0.213, 1.890], [2.852, -1.144, -1.068], [2.867, -2.376, -1.711], [4.074, -2.802, -2.253], [5.199, -1.995, -2.167], [5.134, -0.742, -1.572], [3.949, -0.285, -1.004], [3.850, 1.060, -0.373], [3.561, 2.189, -1.150], [3.450, 2.136, -2.655], [3.406, 3.419, -0.513], [3.574, 3.556, 0.856], [3.427, 4.886, 1.543], [3.944, 2.435, 1.594], [4.096, 1.190, 1.005], [4.567, 0.015, 1.824], [1.602, -3.151, -1.824], [1.288, -4.148, -0.895], [2.216, -4.471, 0.248], [0.106, -4.863, -1.053], [-0.770, -4.602, -2.096], [-2.016, -5.414, -2.302], [-0.454, -3.581, -2.989], [0.726, -2.862, -2.884], [1.072, -1.829, -3.927], [-0.731, 0.589, 4.670], [0.624, 0.688, 5.012], [1.433, -0.525, 5.391], [1.220, 1.945, 5.026], [0.503, 3.099, 4.737], [1.135, 4.457, 4.850], [-0.845, 2.977, 4.407], [-1.479, 1.744, 4.377], [-2.964, 1.663, 4.117], [-5.506, -4.284, -1.907], [-5.475, -5.760, -0.944], [-4.148, -5.415, -2.044], [-5.450, -2.553, -0.259], [-5.611, -0.945, 1.450], [-3.997, -0.246, 1.438], [-4.611, -1.022, 2.905], [-0.512, -4.167, 2.435], [-0.828, -5.630, 1.482], [-1.565, -5.431, 3.069], [-2.666, -5.771, 0.028], [-3.317, -4.105, 4.405], [-2.632, -3.201, 6.606], [-1.431, -1.036, 6.750], [4.120, -3.765, -2.747], [6.137, -2.339, -2.581], [6.007, -0.101, -1.534], [3.751, 1.171, -3.059], [4.081, 2.909, -3.093], [2.428, 2.339, -2.983], [3.174, 4.292, -1.114], [2.926, 5.612, 0.905], [4.411, 5.281, 1.803], [2.861, 4.773, 2.467], [4.112, 2.542, 2.661], [4.539, 0.256, 2.886], [5.595, -0.241, 1.561], [3.957, -0.874, 1.655], [2.781, -3.596, 0.572], [2.935, -5.237, -0.050], [1.656, -4.858, 1.098], [-0.129, -5.653, -0.347], [-2.211, -6.066, -1.452], [-1.904, -6.041, -3.189], [-2.878, -4.767, -2.466], [-1.141, -3.365, -3.801], [0.302, -1.797, -4.697], [2.025, -2.062, -4.404], [1.164, -0.830, -3.493], [1.109, -1.414, 4.851], [1.331, -0.725, 6.459], [2.490, -0.356, 5.188], [2.270, 2.024, 5.288], [2.221, 4.390, 4.896], [0.794, 4.942, 5.767], [0.849, 5.103, 4.020], [-1.420, 3.873, 4.199], [-3.402, 2.660, 4.103], [-3.459, 1.081, 4.895], [-3.188, 1.184, 3.160], [1.508, 5.290, -7.310], [0.626, 5.090, -6.118], [0.418, 3.809, -5.595], [-0.387, 3.615, -4.492], [-0.980, 4.726, -3.900], [-0.807, 6.010, -4.401], [-0.005, 6.179, -5.514], [-1.891, 4.551, -2.419], [-0.896, 4.012, -1.363], [-2.570, 5.732, -2.053], [-2.723, 3.177, -2.366], [-3.763, 2.542, -3.147], [-3.597, 1.036, -2.852], [-4.252, 0.173, -3.325], [-2.583, 0.843, -1.973], [2.339, 4.586, -7.311], [1.904, 6.303, -7.342], [0.940, 5.125, -8.229], [0.902, 2.961, -6.062], [-0.557, 2.618, -4.103], [-1.283, 6.848, -3.909], [0.150, 7.170, -5.919], [-3.677, 2.725, -4.220], [-4.763, 2.841, -2.828]],
  "forces_ev_per_a": [[1.7, -2.4, 2.7], [-0.4, -0.2, 0.1], [0.0, 0.0, 0.0], [0.0, 0.0, -0.1], [0.1, 0.0, 0.1], [0.0, -0.2, 0.0], [-0.1, -0.1, -0.1], [0.0, 0.1, 0.1], [-0.2, 0.0, 0.0], [-0.1, 0.0, 0.3], [-0.2, -0.2, 0.2], [0.0, 0.1, -0.1], [0.0, 0.0, 0.0], [0.0, 0.1, 0.0], [0.0, 0.0, 0.3], [0.1, 0.8, -1.1], [1.0, -1.0, -0.2], [0.1, 0.6, -0.8], [0.5, 0.5, 0.5], [-0.1, -0.3, 0.6], [-0.8, 0.8, -0.3], [-0.2, -0.1, -0.6], [-0.9, 0.3, 0.4], [0.1, 0.0, 0.0], [-0.1, -0.1, 0.0], [0.0, 0.0, 0.0], [0.0, 0.1, 0.1], [0.1, -0.1, -0.1], [0.1, 0.0, 0.0], [-0.1, -0.1, 0.0], [0.0, 0.0, 0.1], [0.0, 0.0, 0.0], [0.0, 0.0, 0.0], [0.0, -0.1, -0.1], [-0.1, 0.0, 0.0], [0.0, 0.0, 0.0], [-0.1, 0.1, 0.0], [0.0, -0.2, -0.1], [0.1, 0.0, 0.0], [-0.1, 0.0, -0.1], [0.0, 0.0, -0.1], [0.1, -0.1, 0.0], [0.7, 0.0, -0.5], [0.0, 0.0, 0.0], [0.0, -0.1, 0.0], [0.0, -0.1, 0.1], [0.0, 0.1, 0.1], [-0.1, 0.0, 0.0], [0.0, 0.1, 0.0], [0.0, 0.0, 0.0], [0.0, 0.0, 0.0], [0.0, 0.0, 0.0], [0.0, 0.0, 0.0], [0.0, -0.1, 0.0], [0.1, 0.0, 0.0], [0.0, 0.0, 0.0], [-0.1, 0.0, 0.0], [-0.9, -0.1, 0.4], [0.0, 0.0, 0.0], [0.0, 0.0, 0.0], [-0.1, 0.0, 0.0], [0.0, 0.1, 0.0], [0.0, 0.0, 0.0], [0.0, 0.0, 0.2], [0.1, 0.0, 0.0], [-0.2, 0.2, 0.6], [0.0, 0.0, 0.1], [0.0, 0.0, 0.0], [0.0, 0.0, 0.0], [0.0, 0.0, 0.0], [0.0, 0.0, 0.0], [0.0, 0.0, 0.0], [0.0, 0.0, 0.0], [0.0, 0.0, 0.0], [0.1, 0.0, -0.1], [0.0, 0.0, 0.0], [0.0, 0.0, 0.0], [0.0, 0.0, 0.0], [0.0, 0.1, 0.0], [0.0, 0.0, 0.0], [0.0, 0.0, 0.0], [0.0, 0.0, 0.0], [0.0, -0.1, 0.0], [0.0, 0.0, 0.0], [0.0, 0.0, 0.0], [0.0, 0.0, 0.0], [0.1, 0.0, -0.1], [0.2, 0.0, -0.7], [0.0, 0.0, -0.1], [0.8, 0.0, -0.1], [0.0, 0.0, 0.0], [0.0, 0.0, 0.0], [0.0, 0.0, 0.0], [0.1, 0.1, 0.0], [0.0, 0.0, 0.0], [0.0, -0.1, 0.0], [0.0, 0.0, 0.0], [0.0, 0.0, 0.0], [0.0, 0.0, 0.0], [0.0, 0.0, 0.0], [0.0, 0.0, 0.0], [0.0, 0.0, 0.0], [0.0, 0.0, 0.0], [0.0, 0.0, 0.0], [-0.1, 0.0, 0.2], [0.0, 0.0, -0.1], [0.0, 0.1, 0.1], [0.0, 0.0, 0.0], [0.0, 0.0, 0.0], [-0.3, 0.0, 0.3], [-0.1, 0.1, 0.1], [0.1, -0.1, -0.1], [-0.3, -0.1, -0.5], [0.0, 0.6, 0.0], [0.0, 0.1, -0.1], [-0.1, 0.9, -0.5], [-0.1, -0.2, -0.1], [-0.6, 0.7, -0.7], [0.2, -0.1, 0.2], [-0.1, -0.6, -0.1], [0.0, 0.0, 0.0], [0.0, 0.0, 0.0], [0.0, 0.0, 0.0], [0.0, 0.0, 0.0], [0.1, 0.0, 0.0], [0.0, 0.0, -0.1], [0.0, 0.0, 0.0], [0.1, 0.0, 0.0], [0.0, 0.1, 0.0]],
  "lowdin_charge": [1.109, -0.036, -0.233, 0.010, -0.219, -0.024, -0.190, -0.218, -0.019, -0.013, -0.211, 0.007, -0.012, 0.006, -0.224, -0.209, 0.360, 0.347, 0.423, 0.347, 0.394, 0.417, -0.213, -0.228, 0.008, -0.017, 0.000, -0.221, -0.166, -0.242, -0.048, -0.004, -0.245, -0.026, -0.009, -0.250, -0.032, -0.197, -0.230, -0.006, -0.015, -0.239, -0.053, -0.007, -0.230, -0.018, -0.187, -0.259, -0.030, -0.009, -0.246, -0.041, -0.002, -0.238, -0.046, 0.092, 0.102, 0.039, 0.124, 0.091, 0.032, 0.090, 0.084, 0.061, 0.093, 0.104, 0.135, 0.122, 0.134, 0.135, 0.121, 0.136, 0.079, 0.095, 0.024, 0.126, 0.081, 0.096, 0.059, 0.126, 0.081, 0.098, 0.063, 0.076, 0.101, 0.074, 0.110, 0.063, 0.111, 0.062, 0.129, 0.085, 0.095, 0.038, 0.079, 0.097, 0.080, 0.126, 0.076, 0.095, 0.080, 0.127, 0.090, 0.100, 0.000, -0.023, -0.227, -0.007, -0.064, -0.299, -0.021, 0.005, 0.728, -0.479, -0.189, -0.358, -0.083, -0.509, 0.191, -0.293, 0.090, 0.090, 0.103, 0.129, 0.086, 0.127, 0.132, 0.145, 0.147]
}

Energy above the lowest of the compared OMol25 structures with the same formula, charge and spin in kJ/mol, matching the order above: 0.0; 121.6